# 1
Here is a 2-piece molecular cluster, C29H53BrClF8N2O5 overall from the OMol25 dataset. Energies are from ωB97M-V/def2-TZVPD.

```
! RIJCOSX wB97M-V def2-TZVPD def2/J DEFGRID3
* xyz -1 1
C -1.658 1.859 4.771
C -2.923 1.072 4.400
C -2.627 -0.374 3.968
N -2.896 -0.574 2.538
C -2.189 -1.700 1.956
O -0.967 -1.257 1.400
C -0.597 -1.585 0.065
C 0.931 -1.350 0.011
C 1.889 -2.469 0.426
C 3.339 -2.080 0.086
C 3.784 -0.708 0.595
C 3.586 -0.485 2.097
N 4.719 0.265 2.667
C -0.922 -3.019 -0.434
C -1.052 -4.239 0.514
C -0.276 -4.305 1.836
C -0.957 -5.207 2.837
F -2.205 -4.792 3.182
F -1.099 -6.468 2.332
C -0.177 -5.368 4.155
F -0.826 -6.141 5.017
F 0.010 -4.181 4.727
F 1.017 -5.912 3.937
C -1.229 -0.518 -0.948
Br -0.374 1.237 -0.598
O -0.872 -1.006 -2.203
C -1.066 -0.257 -3.409
C -2.351 -0.680 -4.119
C 0.175 -0.565 -4.257
C 1.404 0.136 -3.688
O 2.575 -0.614 -3.971
C 3.720 -0.079 -3.329
C 4.957 -0.520 -4.086
C -2.728 -0.186 -0.723
Cl -3.835 -1.583 -1.109
C -3.315 1.080 -1.388
C -3.673 2.161 -0.364
H -1.792 2.934 4.645
H -1.374 1.652 5.806
H -0.817 1.551 4.143
H -3.474 1.587 3.613
H -3.555 1.025 5.293
H -1.568 -0.587 4.137
H -3.218 -1.073 4.575
H -3.887 -0.754 2.418
H -2.836 -2.179 1.225
H -1.967 -2.444 2.728
H 1.125 -0.531 0.704
H 1.193 -1.052 -1.005
H 1.691 -3.417 -0.080
H 1.829 -2.610 1.508
H 3.445 -2.104 -1.006
H 4.005 -2.852 0.493
H 3.233 0.060 0.040
H 4.838 -0.557 0.342
H 2.663 0.092 2.227
H 3.491 -1.429 2.636
H 4.657 1.237 2.391
H 4.704 0.224 3.677
H -1.842 -3.008 -1.009
H -0.160 -3.247 -1.183
H -2.113 -4.392 0.737
H -0.768 -5.116 -0.074
H 0.700 -4.773 1.677
H -0.085 -3.333 2.285
H -1.063 0.823 -3.241
H -2.184 -0.672 -5.201
H -2.605 -1.703 -3.840
H -3.186 -0.009 -3.928
H 0.346 -1.644 -4.269
H -0.005 -0.179 -5.263
H 1.293 0.266 -2.606
H 1.491 1.144 -4.117
H 3.768 -0.454 -2.297
H 3.650 1.014 -3.287
H 4.890 -1.591 -4.287
H 5.856 -0.327 -3.494
H 5.056 0.023 -5.029
H -2.826 -0.021 0.349
H -4.244 0.793 -1.887
H -2.668 1.497 -2.155
H -3.817 3.121 -0.864
H -2.871 2.306 0.364
H -4.589 1.902 0.172
C 1.082 7.561 -1.310
C 0.800 6.756 -0.045
O -0.389 6.006 -0.050
C -0.331 4.677 -0.675
O 0.689 3.943 -0.361
C -0.486 4.800 -2.224
F -1.349 5.771 -2.630
F -1.005 3.639 -2.712
F 0.654 5.001 -2.908
H 0.165 8.027 -1.676
H 1.813 8.345 -1.091
H 1.492 6.944 -2.107
H 0.677 7.465 0.782
H 1.650 6.113 0.208
H -1.346 4.299 -0.384
*
```

Output
Gap between HOMO and LUMO = 6.6 eV
LUMO level = 2.289 eV
E_HOMO = -4.34 eV
Electronic energy = -5455.6804 hartree

Here are the Mulliken charges for atoms 1 to 8, given in e: number 1, C, carries -1.19; number 2, C, carries -0.38; number 3, C, carries -0.58; number 4, N, carries -0.06; number 5, C, carries -1.34; number 6, O, carries -0.22; number 7, C, carries 1.73; number 8, C, carries -0.78


# 2
Here is a 8-piece molecular cluster, C29H53Cl2FO30S7 overall at a distorted geometry from the OMol25 dataset. Energies are from ωB97M-V/def2-TZVPD.

```
! RIJCOSX wB97M-V def2-TZVPD def2/J DEFGRID3
* xyz 0 1
C -2.995 0.599 2.285
C -2.510 1.811 1.466
C -1.943 1.525 0.053
C -0.919 0.373 -0.091
C 0.046 0.206 1.091
C 0.907 1.457 1.274
F 1.189 1.641 2.648
C -1.539 -0.928 -0.726
C -3.035 -1.157 -0.413
C -4.009 -0.906 -1.575
C -5.438 -0.865 -1.017
Cl -5.798 0.781 -0.380
O -1.380 -0.822 -2.159
C -0.956 0.452 -2.435
O -1.328 1.096 -3.368
C 0.006 0.782 -1.308
C 1.250 -0.095 -1.543
C 1.825 0.011 -2.966
C 3.366 0.025 -3.010
Cl 1.252 -1.358 -3.993
H -4.072 0.467 2.176
H -2.831 0.799 3.345
H -2.521 -0.345 2.045
H -1.821 2.445 2.026
H -3.396 2.432 1.306
H -1.427 2.432 -0.272
H -2.785 1.411 -0.627
H 0.693 -0.660 0.947
H -0.450 0.059 2.050
H 0.369 2.352 0.962
H 1.874 1.383 0.784
H -0.987 -1.789 -0.344
H -3.168 -2.190 -0.094
H -3.376 -0.536 0.408
H -3.831 0.072 -2.022
H -3.930 -1.680 -2.336
H -5.549 -1.549 -0.181
H -6.172 -1.070 -1.790
H 0.295 1.829 -1.375
H 1.058 -1.146 -1.323
H 2.063 0.198 -0.880
H 1.469 0.920 -3.447
H 3.739 -0.963 -3.234
H 3.669 0.715 -3.799
H 3.796 0.399 -2.085
C 2.058 -0.444 4.929
C 2.995 0.543 5.590
O 3.145 0.038 6.930
S 3.087 -1.557 6.918
O 4.402 -2.086 6.912
O 2.128 -1.981 7.874
O 2.476 -1.720 5.451
H 1.020 -0.270 5.216
H 2.138 -0.447 3.849
H 2.589 1.550 5.623
H 3.976 0.554 5.112
C 4.879 3.832 0.965
C 4.980 5.045 0.062
O 4.092 4.739 -1.024
S 2.855 3.889 -0.492
O 1.758 4.752 -0.247
O 2.727 2.734 -1.308
O 3.488 3.474 0.917
H 5.467 2.995 0.585
H 5.162 4.045 1.992
H 5.983 5.204 -0.324
H 4.626 5.951 0.557
C -0.180 -3.252 5.698
C -1.144 -4.405 5.521
O -2.371 -3.774 5.119
S -2.055 -2.481 4.237
O -2.138 -2.807 2.860
O -2.775 -1.392 4.789
O -0.507 -2.352 4.622
H -0.338 -2.732 6.643
H 0.858 -3.551 5.618
H -1.306 -4.966 6.437
H -0.825 -5.082 4.726
C -1.410 7.983 -2.944
C -0.515 6.769 -2.801
O 0.812 7.316 -2.820
S 0.816 8.757 -2.125
O 1.219 8.628 -0.772
O 1.447 9.672 -3.005
O -0.766 8.992 -2.153
H -1.459 8.329 -3.978
H -2.415 7.813 -2.566
H -0.627 6.062 -3.618
H -0.667 6.259 -1.848
C 6.522 -3.487 -5.189
C 7.721 -2.565 -5.292
O 7.579 -1.687 -4.166
S 6.918 -2.476 -2.942
O 7.931 -2.924 -2.059
O 5.813 -1.717 -2.476
O 6.388 -3.730 -3.781
H 5.610 -3.006 -5.548
H 6.669 -4.431 -5.706
H 7.729 -1.981 -6.208
H 8.661 -3.111 -5.194
C -0.964 -3.940 -5.578
C -2.082 -2.935 -5.755
O -2.882 -3.495 -6.809
S -2.857 -5.091 -6.724
O -4.008 -5.552 -6.036
O -2.511 -5.599 -8.001
O -1.602 -5.215 -5.738
H -0.201 -3.834 -6.352
H -0.503 -3.879 -4.596
H -1.727 -1.951 -6.046
H -2.694 -2.851 -4.855
C -5.574 -2.150 5.149
C -6.909 -1.811 4.514
O -6.646 -1.873 3.105
S -5.555 -3.002 2.805
O -6.198 -4.199 2.404
O -4.525 -2.417 2.026
O -5.039 -3.182 4.307
H -4.888 -1.301 5.135
H -5.673 -2.527 6.163
H -7.261 -0.817 4.772
H -7.673 -2.550 4.760
*
```

Output
Gap between HOMO and LUMO = 10.0 eV
SMILES = CCC[C@@]1(CCF)[C@@H](CCCCl)OC(=O)[C@@H]1C[C@@H](C)Cl.O=S1(=O)OCCO1.O=S1(=O)OCCO1.O=S1(=O)OCCO1.O=S1(=O)OCCO1.O=S1(=O)OCCO1.O=S1(=O)OCCO1.O=S1(=O)OCCO1
LUMO level = -0.028 eV
E_HOMO = -10.03 eV
Electronic energy = -7201.4300 hartree

Here are the Mulliken charges for atoms 1 to 8, given in e: number 1, C, carries -0.67; number 2, C, carries -0.69; number 3, C, carries -1.44; number 4, C, carries 1.53; number 5, C, carries -0.67; number 6, C, carries -0.07; number 7, F, carries -0.47; number 8, C, carries -0.29


# 3
Here is a 3-piece molecular cluster, C29H53Cl2N2O4 overall at a distorted geometry from the OMol25 dataset. Energies are from ωB97M-V/def2-TZVPD.

```
! RIJCOSX wB97M-V def2-TZVPD def2/J DEFGRID3
* xyz 1 1
C -2.382 1.156 6.087
C -2.752 -0.262 5.653
C -2.823 -0.440 4.122
C -1.576 -1.143 3.581
N -0.368 -0.292 3.729
C 0.071 0.388 2.611
C -0.869 0.822 1.679
N -0.503 1.494 0.580
Cl -1.781 1.969 -0.430
C 0.773 1.814 0.265
C 1.006 2.526 -1.033
C 0.827 1.597 -2.267
C -0.230 2.085 -3.277
C -1.307 1.075 -3.603
O -2.414 1.401 -3.898
O -0.915 -0.225 -3.583
C -1.579 -1.077 -2.636
C -1.887 -2.421 -3.272
C 1.778 1.440 1.187
C 3.203 1.834 0.899
C 1.431 0.725 2.346
C 2.446 0.299 3.367
O 2.183 0.186 4.516
O 3.690 -0.011 2.865
Cl 4.889 0.817 3.724
H -2.661 1.330 7.125
H -1.310 1.327 6.013
H -2.925 1.889 5.492
H -2.066 -0.987 6.089
H -3.740 -0.483 6.056
H -2.897 0.546 3.662
H -3.686 -1.055 3.879
H -1.404 -2.015 4.207
H -1.701 -1.515 2.560
H 0.391 -0.874 4.057
H -1.919 0.639 1.824
H 0.358 3.398 -1.103
H 2.017 2.900 -1.059
H 0.597 0.577 -1.967
H 1.782 1.551 -2.782
H 0.225 2.351 -4.231
H -0.752 2.960 -2.902
H -2.505 -0.618 -2.296
H -0.897 -1.228 -1.793
H -1.114 -2.700 -3.980
H -1.981 -3.176 -2.492
H -2.854 -2.382 -3.769
H 3.779 0.993 0.520
H 3.685 2.138 1.823
H 3.276 2.681 0.234
C -0.158 -4.982 -6.664
C -1.597 -5.378 -6.350
C -1.749 -6.114 -5.020
C -1.006 -7.448 -4.927
C -1.385 -8.469 -5.999
C -2.851 -8.889 -5.948
H 0.489 -5.854 -6.763
H -0.103 -4.428 -7.602
H 0.253 -4.345 -5.876
H -1.997 -5.985 -7.166
H -2.212 -4.474 -6.317
H -2.813 -6.277 -4.827
H -1.394 -5.463 -4.213
H -1.196 -7.882 -3.941
H 0.072 -7.270 -4.973
H -0.759 -9.354 -5.866
H -1.151 -8.078 -6.992
H -3.099 -9.316 -4.973
H -3.064 -9.643 -6.706
H -3.520 -8.047 -6.129
C 1.184 7.688 2.652
C 2.588 7.103 2.768
C 2.681 5.648 2.315
C 1.834 4.669 3.130
C 2.130 4.640 4.629
C 3.557 4.209 4.956
H 0.471 7.163 3.291
H 1.176 8.736 2.950
H 0.822 7.632 1.623
H 2.944 7.201 3.796
H 3.270 7.697 2.154
H 3.729 5.334 2.341
H 2.374 5.584 1.264
H 1.987 3.659 2.724
H 0.773 4.894 2.983
H 1.433 3.942 5.101
H 1.928 5.617 5.075
H 3.749 3.223 4.529
H 3.708 4.152 6.034
H 4.298 4.903 4.556
*
```

Output
Gap between HOMO and LUMO = 7.4 eV
LUMO level = -4.895 eV
E_HOMO = -12.31 eV
Electronic energy = -2467.3164 hartree

Here are the Mulliken charges for atoms 1 to 8, given in e: number 1, C, carries -1.15; number 2, C, carries -0.54; number 3, C, carries -0.21; number 4, C, carries -1.33; number 5, N, carries -0.05; number 6, C, carries 0.05; number 7, C, carries -0.35; number 8, N, carries 0.16


# 4
Here is one molecule with the formula C29H53IO8S at a distorted geometry from the OMol25 dataset. Energies are from ωB97M-V/def2-TZVPD.

```
! RIJCOSX wB97M-V def2-TZVPD def2/J DEFGRID3
* xyz 0 1
C -3.754 3.626 0.818
C -4.850 3.917 1.990
C -4.678 2.690 3.047
C -3.562 2.996 4.159
C -2.046 2.645 3.683
C -1.371 1.452 4.514
C 0.030 1.809 5.207
C 1.126 2.456 4.223
C 2.087 1.343 3.526
C 1.355 0.502 2.375
C 2.050 0.548 0.936
C 2.438 2.038 0.448
C 1.203 2.912 -0.053
O 0.269 3.306 0.999
C -0.214 4.600 0.572
O 0.345 5.673 0.853
C 1.172 -0.246 -0.185
C 0.512 -1.613 0.387
C -0.995 -1.394 0.951
C -1.512 -2.883 1.368
C -2.440 -3.540 0.207
C -3.936 -2.963 0.197
O -4.681 -3.602 -0.900
C -4.464 -2.760 -2.064
C 2.001 -0.664 -1.495
I 2.148 0.964 -2.993
C 3.413 -1.374 -1.209
C 4.087 -1.957 -2.565
C 3.196 -3.152 -3.217
C 2.827 -2.638 -4.721
C 1.700 -3.523 -5.429
O 1.092 -2.928 -6.606
C 1.935 -1.971 -7.233
C 3.177 -2.292 -8.176
O 1.692 -0.760 -6.979
O 4.363 -0.563 -0.472
S 3.698 -0.356 1.082
O 4.727 0.484 1.822
O 3.580 -1.648 1.847
H -2.743 3.886 1.284
H -3.922 4.259 -0.115
H -3.715 2.530 0.512
H -4.536 4.922 2.440
H -5.898 3.984 1.553
H -5.680 2.559 3.572
H -4.337 1.766 2.460
H -3.763 2.476 5.169
H -3.621 4.131 4.368
H -2.081 2.292 2.584
H -1.465 3.634 3.732
H -1.200 0.497 3.896
H -2.105 1.147 5.353
H -0.099 2.457 6.153
H 0.479 0.810 5.575
H 1.840 3.060 4.904
H 0.703 3.206 3.479
H 3.069 1.831 3.229
H 2.347 0.617 4.386
H 1.219 -0.565 2.792
H 0.298 0.947 2.239
H 2.953 2.656 1.275
H 3.260 1.896 -0.350
H 0.596 2.461 -0.904
H 1.653 3.892 -0.472
H -1.182 4.628 -0.056
H 0.276 0.382 -0.555
H 1.117 -2.056 1.266
H 0.435 -2.445 -0.387
H -1.047 -0.674 1.829
H -1.628 -1.097 0.050
H -0.633 -3.621 1.486
H -2.050 -2.858 2.380
H -2.530 -4.682 0.360
H -1.935 -3.420 -0.821
H -3.870 -1.850 -0.039
H -4.490 -3.172 1.177
H -4.888 -3.199 -3.026
H -4.990 -1.738 -1.925
H -3.357 -2.524 -2.224
H 1.364 -1.461 -2.035
H 3.167 -2.319 -0.587
H 4.360 -1.143 -3.311
H 5.073 -2.459 -2.232
H 2.209 -3.315 -2.667
H 3.767 -4.139 -3.285
H 3.811 -2.680 -5.327
H 2.577 -1.533 -4.612
H 2.117 -4.568 -5.612
H 0.849 -3.642 -4.656
H 2.823 -2.551 -9.225
H 3.911 -3.045 -7.726
H 3.768 -1.307 -8.270
*
```

Output
Gap between HOMO and LUMO = 9.9 eV
LUMO level = 0.084 eV
E_HOMO = -9.78 eV
Electronic energy = -2434.2755 hartree

Here are the Mulliken charges for atoms 1 to 8, given in e: number 1, C, carries -0.42; number 2, C, carries -0.58; number 3, C, carries -0.49; number 4, C, carries -0.78; number 5, C, carries 0.39; number 6, C, carries -0.35; number 7, C, carries -0.97; number 8, C, carries -0.30


# 5
Here is C29H53NO5 as an isolated structure from the OMol25 dataset. Energies are from ωB97M-V/def2-TZVPD.

```
! RIJCOSX wB97M-V def2-TZVPD def2/J DEFGRID3
* xyz 0 1
C -7.071 -2.331 1.767
H -6.551 -2.718 2.641
C -6.350 -1.108 1.214
C -6.276 0.020 2.241
C -5.413 1.191 1.768
C -6.085 2.032 0.685
C -5.183 3.153 0.167
C -4.093 2.647 -0.776
H -3.515 1.870 -0.276
C -3.173 3.780 -1.227
C -2.200 3.373 -2.334
C -1.228 2.256 -1.954
C -0.289 2.648 -0.814
C 0.811 1.605 -0.597
C 1.751 2.033 0.537
C 2.697 0.959 1.057
H 3.444 1.414 1.714
C 3.272 -0.116 0.108
C 2.436 -1.044 0.964
O 2.176 -2.208 0.989
O 1.992 -0.075 1.791
C 4.777 -0.345 0.153
C 5.525 0.755 -0.600
C 7.035 0.520 -0.654
H 7.230 -0.474 -1.062
C 7.722 0.653 0.704
C 9.240 0.533 0.583
C 9.927 0.656 1.938
H 9.703 1.618 2.394
H 11.006 0.572 1.829
H 9.588 -0.128 2.611
H 9.612 1.314 -0.084
H 9.489 -0.431 0.136
H 7.472 1.623 1.141
H 7.362 -0.122 1.382
H 7.474 1.249 -1.339
H 5.326 1.720 -0.128
H 5.141 0.800 -1.622
H 4.990 -1.313 -0.304
H 5.107 -0.382 1.192
H 2.933 -0.061 -0.927
H 2.342 2.880 0.186
H 1.148 2.358 1.387
H 1.374 1.464 -1.529
O 0.186 0.359 -0.269
C 0.252 -0.635 -1.150
O 0.908 -0.609 -2.161
C -0.631 -1.804 -0.725
N -0.856 -1.800 0.701
C -1.894 -1.140 1.232
O -2.769 -0.602 0.595
H -1.894 -1.166 2.336
H -0.095 -2.130 1.278
H -1.608 -1.614 -1.191
C -0.052 -3.133 -1.206
H 0.174 -3.039 -2.269
H 0.887 -3.304 -0.676
C -0.988 -4.324 -0.973
C -2.265 -4.214 -1.801
H -2.872 -3.370 -1.484
H -2.864 -5.115 -1.686
H -2.025 -4.094 -2.856
C -0.249 -5.616 -1.312
H -0.881 -6.480 -1.121
H 0.653 -5.711 -0.712
H 0.035 -5.624 -2.362
H -1.261 -4.348 0.088
H 0.184 3.607 -1.034
H -0.858 2.741 0.111
H -0.632 2.000 -2.835
H -1.791 1.368 -1.666
H -1.625 4.252 -2.638
H -2.777 3.042 -3.201
H -2.620 4.165 -0.368
H -3.788 4.601 -1.606
H -4.564 2.197 -1.653
H -5.794 3.888 -0.366
H -4.722 3.666 1.015
H -6.369 1.395 -0.154
H -7.000 2.469 1.095
H -4.471 0.792 1.394
H -5.192 1.838 2.622
H -7.284 0.372 2.475
H -5.845 -0.381 3.162
H -5.335 -1.380 0.919
H -6.873 -0.761 0.321
H -7.118 -3.121 1.020
H -8.087 -2.076 2.061
*
```

Output
Gap between HOMO and LUMO = 10.2 eV
Energy relative to the best compared isomer or geometry (same formula, charge and spin) = 0.1899 eV
LUMO level = 0.595 eV
E_HOMO = -9.61 eV
Electronic energy = -1567.8326 hartree

Here are the Mulliken charges for atoms 1 to 8, given in e: number 1, C, carries -1.46; number 2, H, carries 0.34; number 3, C, carries 0.26; number 4, C, carries -0.90; number 5, C, carries 0.25; number 6, C, carries -0.69; number 7, C, carries -0.93; number 8, C, carries 0.43